1.
21
Properties=species:S:1:pos:R:3:forces:R:3 method="wB97M-V/def2-TZVPD" homo_ev=-8.96 e_above_lowest_kcal_mol=14.8 energy_ha=-473.97674 multiplicity=1
O -0.45420 2.50156 0.50282 -0.273 1.277 3.018
O 0.93547 0.79226 1.99102 -0.027 -0.726 -0.150
O 2.99046 -0.90796 1.39147 0.753 -0.458 -1.038
N -0.82428 -0.10119 0.47584 2.372 -2.600 -2.962
N 0.88070 -1.07713 -0.77040 1.661 -0.090 0.991
N -1.18527 -0.89347 -1.77367 -0.444 1.002 -0.963
C -0.37371 -0.64187 -0.70791 -2.398 0.932 2.795
C -2.47721 -0.18603 -2.11016 0.295 -0.705 2.831
H -2.77447 -0.22796 -3.13652 0.656 0.267 -0.737
H 1.26982 -1.62331 -1.52751 -0.393 0.290 0.148
H -3.24733 -0.77321 -1.60700 -0.233 0.062 0.083
H -1.65341 0.42756 0.39509 -0.804 0.546 -0.094
H 0.17229 1.97567 1.14157 -0.945 0.904 -1.210
H 1.52113 -0.91537 0.04531 -0.693 -0.367 -1.016
H 2.99748 -1.64078 1.99309 0.053 -0.569 0.421
H 0.11200 0.19898 1.32249 -0.218 0.736 0.112
H -0.92186 3.10195 1.18688 1.118 -1.253 -1.862
H -0.71414 -1.34509 -2.53659 -0.072 0.146 -0.246
H -2.55282 0.82247 -1.63144 0.490 -0.644 -0.870
H 0.65515 0.66495 2.89990 -0.010 0.099 0.181
H 2.36978 -0.28281 1.75826 -0.886 1.154 0.567



2.
154
Properties=species:S:1:pos:R:3:forces:R:3 method="wB97M-V/def2-TZVPD" homo_ev=-10.51 energy_ha=-8954.16100 multiplicity=1 charge=+1
Br -0.62572 2.55756 7.36993 -0.389 -1.206 0.320
Br -1.70265 -2.03548 6.87527 0.350 1.638 -0.897
S 1.10888 -1.08590 4.91652 0.607 -1.374 1.321
P -3.96494 1.06964 4.89436 -1.688 2.218 3.882
O 6.19287 -9.06698 -4.00522 -0.175 -0.051 -0.315
O -5.06309 1.84621 3.83882 2.065 -1.988 0.462
O -9.18123 7.97482 4.85023 -0.340 0.233 0.174
O -3.89019 3.87316 -0.66564 -0.325 -0.500 -0.125
O -0.12177 -1.54918 2.64242 -0.088 1.797 -0.558
O 4.78723 0.10825 -7.10419 0.368 0.003 -0.022
O 3.62052 -1.58877 2.26875 0.803 0.190 0.338
O 2.35213 1.44415 6.55496 -0.541 -0.176 -3.113
O 5.68308 -4.09715 -5.03855 -0.405 0.419 -0.320
O -2.13489 -1.38340 0.48579 0.165 0.972 1.882
O 0.61299 5.32092 -2.05552 -0.238 0.171 0.279
O -4.46448 5.75755 4.68928 -0.261 -0.032 -0.174
O -4.25192 -0.60566 4.97008 -0.581 2.630 -2.532
O 1.89959 -3.06204 -8.70784 -0.499 0.027 -0.162
O 5.52492 -4.65652 -1.23392 0.231 -0.190 0.112
O -3.75842 -0.24778 1.91097 1.888 -0.137 0.656
N -4.31909 1.63792 6.35543 1.516 -0.605 -2.051
N 0.14028 0.26680 4.23725 1.091 -0.133 -0.761
C 6.45133 -5.42545 -1.42604 -0.252 0.231 -0.245
C -1.95225 1.79319 2.87259 0.986 1.160 0.480
C 0.80118 -1.99703 1.59400 1.575 -1.419 -0.654
C 4.65619 -3.50385 -5.31580 0.381 -0.262 -0.124
C 6.44267 -8.83514 -6.35619 0.293 0.147 0.174
C -1.22391 0.27701 4.89851 -2.595 -1.825 0.525
C -5.48462 6.36616 4.41911 0.366 -0.147 0.209
C -3.75001 1.58023 -1.26847 0.178 0.034 0.216
C 0.96701 1.50912 4.43783 1.981 1.708 -1.104
C 6.65061 -0.71007 -8.33027 -0.300 -0.221 -0.052
C -1.66652 5.46371 -1.39896 0.341 -0.121 -0.206
C 6.77453 1.38385 -6.83997 -0.280 0.163 0.210
C -10.02572 8.58519 5.47722 0.328 -0.277 -0.289
C -1.22818 0.64544 2.03966 -1.345 0.442 -0.545
C 4.79961 -1.44942 1.97514 0.056 -0.108 -0.064
C 5.61428 -0.31327 2.53112 -0.433 0.106 0.221
C -2.14716 1.49406 4.46184 0.176 -0.336 -1.945
C 3.90790 -2.71277 -4.27651 0.291 0.002 0.379
C 2.28128 1.22586 5.34421 0.346 0.364 2.554
C 5.95867 0.24737 -7.39683 -0.523 -0.089 0.107
C -0.02958 -0.11114 2.76146 0.146 -0.528 -3.077
C 6.93285 -5.74157 -2.81456 -0.441 0.190 -0.075
C 0.11461 -3.96834 -9.98762 0.309 -0.191 -0.067
C -4.29348 2.97902 -1.38431 0.106 0.467 0.361
C -0.18432 -1.96354 -8.40220 0.256 0.182 0.233
C -2.52623 -2.69220 0.96129 -1.258 -0.885 1.091
C -1.08033 0.07244 9.03360 0.384 1.444 -0.450
C -4.01885 -3.12391 0.59070 0.199 -0.439 0.649
C -9.67445 9.81775 6.26730 0.374 -0.014 -0.099
C 0.11756 7.14212 -0.61099 0.396 0.003 -0.077
C 5.48895 -2.40666 1.04552 -0.621 -0.127 0.093
C -11.46304 8.13817 5.49381 0.064 -0.308 -0.219
C -1.01924 0.65750 7.54113 -0.374 -2.069 -0.691
C -6.21808 7.16542 5.46017 0.392 -0.169 0.354
C -1.24604 -0.13736 6.41676 0.651 1.364 1.844
C 5.72456 -9.27255 -5.10738 0.249 0.120 0.479
C 0.72288 -3.00372 -9.00421 0.569 -0.043 0.100
C 7.15877 -6.09655 -0.27793 -0.262 0.199 0.349
C -6.06162 6.34776 3.02847 0.285 -0.295 -0.142
C -0.23161 5.91811 -1.41660 0.318 -0.289 -0.413
C 4.40349 -9.97457 -5.27755 -0.080 -0.059 0.373
C 4.08572 -3.53156 -6.70674 0.400 -0.211 0.054
C 0.82422 -3.60548 1.47736 0.780 0.745 0.015
C -5.35386 3.22688 -2.42296 -0.006 0.356 0.079
B -2.39947 -0.36501 1.47845 -0.626 -1.715 -1.128
H -12.10073 8.92123 5.07891 -0.056 0.022 0.211
H 3.69541 -9.31635 -5.78509 0.042 -0.133 -0.168
H 6.14823 1.99147 -6.18455 0.047 -0.080 -0.084
H 1.88309 -1.71109 1.85989 -2.193 -0.248 -0.263
H 6.31960 -2.89195 1.56174 0.119 0.141 -0.120
H 4.78255 -3.17263 0.72321 0.172 0.062 -0.045
H 8.21314 -5.81322 -0.27451 0.026 -0.212 -0.085
H 5.98235 0.31300 1.71639 0.182 -0.110 0.051
H -0.10264 6.96812 0.44436 -0.177 0.150 -0.039
H -6.25620 8.21507 5.16399 -0.288 -0.076 -0.058
H 1.18325 7.35264 -0.71635 -0.118 -0.037 -0.009
H -1.27995 2.72190 2.80969 -0.934 -1.193 0.172
H -0.42407 -0.84533 9.14219 -1.032 1.037 -0.323
H -5.69051 7.08894 6.41294 0.013 -0.025 -0.133
H 0.88288 -4.65914 -10.33886 -0.069 0.094 0.052
H -10.23299 10.67510 5.88668 -0.106 -0.026 0.188
H 0.39872 2.42527 4.77140 0.365 -1.467 0.010
H -0.67805 -4.54258 -9.50368 -0.131 0.125 -0.128
H 0.91566 0.13625 2.16124 -0.987 0.163 1.576
H -4.69583 -2.97729 1.50389 0.748 -0.002 -1.429
H -4.02436 -4.25376 0.40897 -0.069 1.618 0.009
H -4.96089 3.00234 -3.41670 -0.133 -0.170 0.017
H -2.99441 1.55135 -0.48043 -0.061 0.054 -0.084
H -6.09271 7.36182 2.62575 -0.234 -0.033 0.044
H -2.94812 2.13198 2.42388 1.417 -0.800 0.495
H -1.74345 -0.61966 4.39250 0.907 1.142 0.723
H -7.06561 5.91925 3.04846 -0.078 0.258 -0.013
H -0.28449 -3.42287 -10.84512 -0.188 -0.058 0.091
H -1.96496 5.21496 -0.38009 -0.148 0.186 -0.077
H 3.23905 0.85533 4.83239 -1.396 0.506 0.033
H -9.90050 9.65908 7.32362 -0.164 0.138 -0.048
H 4.43332 -2.78199 -3.32155 -0.047 -0.075 -0.092
H 7.14191 2.01165 -7.65420 0.188 -0.094 0.057
H -4.05115 -1.01653 2.43351 0.032 0.237 -0.681
H 3.85729 -1.66318 -4.57470 -0.207 -0.059 -0.112
H -4.55448 0.88961 -1.00779 0.049 -0.077 -0.174
H 1.41637 1.80435 3.42275 -0.808 -0.567 1.257
H -4.42508 -2.55963 -0.29904 0.501 -0.709 1.008
H 6.82361 -6.81125 -3.01060 0.257 -0.038 0.063
H -2.16481 -0.10941 9.32122 1.396 0.006 -0.477
H 3.08884 -3.97394 -6.69116 -0.046 0.258 -0.072
H -1.95186 2.48191 4.96523 -0.353 -1.330 -0.117
H -1.77116 4.57402 -2.02078 0.056 0.113 0.079
H 4.72759 -4.13788 -7.34882 -0.061 0.037 0.088
H -0.99025 -2.44897 -7.84789 -0.125 0.062 -0.176
H 6.70692 -5.77669 0.66354 0.036 -0.042 -0.082
H -1.82833 -3.52015 0.63195 -0.542 1.494 0.089
H 0.52483 -4.07620 2.46254 0.057 0.508 -1.267
H -5.43073 5.73344 2.38240 -0.034 0.075 0.060
H -6.22959 2.60887 -2.21508 0.072 -0.107 -0.172
H 6.67140 -9.70367 -6.97712 -0.158 0.079 -0.121
H 5.85143 -1.87338 0.16465 0.183 -0.065 0.080
H 0.38810 -1.33943 -7.71369 -0.030 -0.077 -0.093
H 0.25196 -3.98848 0.58159 0.414 0.398 1.310
H 0.58316 -1.52985 0.58498 -0.248 -0.475 1.221
H -4.99560 2.81298 3.99731 -0.025 -0.633 0.345
H 4.54182 -10.89351 -5.85064 -0.101 0.116 -0.152
H 5.94312 -1.47607 -8.65263 0.062 0.095 0.041
H 7.01249 -0.17500 -9.21056 0.188 -0.034 0.095
H 7.97790 -5.44202 -2.92211 0.052 -0.213 0.022
H 4.00129 -10.23125 -4.29607 0.069 0.036 -0.098
H 7.37805 -8.34438 -6.08235 -0.117 -0.051 -0.008
H 4.98810 0.29636 3.18588 0.086 -0.038 -0.060
H -11.56953 7.23991 4.88341 0.035 0.104 0.064
H -0.59666 -1.32923 -9.18942 -0.178 -0.109 0.050
H 2.13111 -1.35239 4.00524 -1.033 0.802 -0.070
H 1.91515 -3.90802 1.30400 -1.473 0.478 0.220
H -0.44703 8.00176 -0.97716 -0.106 -0.029 0.193
H -2.47103 -2.66591 2.10874 0.138 -0.353 -1.472
H -0.66189 0.87044 9.72985 -0.604 -1.022 -0.918
H -7.22742 6.77269 5.58587 -0.037 0.256 -0.167
H -5.01817 -0.74105 4.35836 0.497 -0.331 0.674
H 7.61159 0.99095 -6.25935 0.117 0.064 -0.178
H -11.76827 7.90523 6.51592 -0.113 0.189 -0.024
H -2.31051 6.24887 -1.79990 -0.085 0.003 0.229
H 5.82479 -8.12644 -6.91138 -0.017 -0.158 -0.125
H 7.05969 -7.18028 -0.36330 0.209 0.025 -0.071
H 6.33276 -5.18804 -3.54220 0.271 -0.168 0.318
H -8.60723 10.02161 6.16438 -0.117 -0.034 0.001
H 2.90202 -3.11937 -4.15320 -0.053 0.165 -0.115
H -5.65094 4.27640 -2.39299 0.051 -0.117 0.018
H 7.48219 -1.19569 -7.81554 0.114 0.123 -0.125
H -0.81377 1.14120 1.09055 -0.347 -0.674 1.355
H -3.28518 1.28172 -2.21030 -0.151 -0.133 0.003
H 6.45043 -0.70569 3.11263 0.103 0.063 -0.181
H -3.48948 2.08658 6.76472 -0.527 -0.152 -0.038
H 4.04301 -2.51817 -7.11076 -0.295 -0.030 0.050